# C25H36N7O5Se2Zr

C25H36N7O5Se2Zr as an isolated structure in a non-equilibrium geometry (ωB97M-V/def2-TZVPD, the OMol25 dataset).

Each line ends with the Löwdin charge.
Positions of all 76 atoms, in Å:
Zr: -0.51195 0.17374 -0.52372  1.346
C: -3.15705 2.16262 -1.21534  -0.158
C: -3.60771 0.73186 -1.45557  -0.159
N: -2.88439 -0.19113 -0.55008  -0.138
C: -3.49263 -0.22998 0.78854  -0.162
C: -2.88760 0.80988 1.68330  -0.307
C: -3.53880 1.27556 2.81288  0.011
C: -2.87152 2.14810 3.65436  -0.014
C: -1.57602 2.52942 3.34763  0.008
C: -0.99514 2.03280 2.19497  -0.292
C: 0.42576 2.32994 1.81743  -0.128
N: 0.62008 2.19293 0.36702  -0.133
C: 0.27249 3.41793 -0.38529  -0.159
C: -1.22284 3.51736 -0.58255  -0.175
N: -1.68794 2.28134 -1.21915  -0.124
N: -1.65054 1.21173 1.36822  -0.066
H: -3.60805 2.81817 -1.96692  0.140
H: -3.50858 2.50852 -0.24085  0.117
H: -4.68392 0.65996 -1.27304  0.130
H: -3.43106 0.41697 -2.47943  0.110
H: -2.88910 -1.13594 -0.93009  0.101
H: -4.57586 -0.09002 0.72445  0.134
H: -3.28933 -1.21101 1.22175  0.097
H: -4.54481 0.94480 3.03010  0.128
H: -3.35376 2.52154 4.54754  0.122
H: -1.02147 3.20034 3.98878  0.126
H: 0.71756 3.32560 2.16622  0.135
H: 1.06748 1.59400 2.31008  0.126
H: 1.60574 2.01588 0.21215  0.084
H: 0.66275 4.30671 0.11957  0.132
H: 0.76869 3.34717 -1.35482  0.116
H: -1.73998 3.63811 0.37109  0.116
H: -1.46224 4.39766 -1.18794  0.140
H: -1.36270 2.29977 -2.18954  0.067
N: 1.23429 0.90592 -2.17518  0.001
C: 2.59975 1.19684 -1.89278  -0.247
C: 3.37826 1.99487 -2.68313  0.001
C: 4.74873 2.16769 -2.38735  -0.052
C: 5.31897 1.51575 -1.33246  -0.019
C: 4.52742 0.70084 -0.48824  -0.142
C: 5.04283 -0.00100 0.62833  0.010
C: 4.19429 -0.72390 1.40961  -0.016
C: 2.81229 -0.71682 1.11300  -0.133
N: 2.29362 -0.09675 0.08207  0.053
C: 3.15067 0.57398 -0.74696  -0.183
H: 1.18015 -0.07974 -2.46616  0.008
H: 0.86417 1.46570 -2.94241  0.077
H: 2.95332 2.46142 -3.56359  0.124
H: 5.35029 2.79671 -3.02848  0.114
H: 6.37657 1.61610 -1.12620  0.121
H: 6.10233 0.04879 0.84598  0.126
H: 4.54612 -1.27844 2.26739  0.115
H: 2.10545 -1.20656 1.77134  0.040
O: 2.05672 -5.08748 1.40025  -0.052
C: 0.69119 -5.33376 1.10790  -0.222
C: 0.01173 -4.01150 0.66791  -0.559
C: -1.43889 -4.43703 0.41185  -0.206
O: -2.33315 -3.38030 0.06397  -0.123
C: 0.78447 -3.53894 -0.55940  -0.503
Se: 0.04493 -2.13255 -1.67861  0.722
C: 0.16540 -3.06195 1.84861  -0.481
Se: -0.50472 -1.22857 1.75888  0.765
H: 2.47793 -5.92093 1.62813  0.100
H: 0.17543 -5.72903 1.99133  0.131
H: 0.60104 -6.06600 0.29743  0.132
H: -1.81060 -4.91757 1.32378  0.130
H: -1.43787 -5.19231 -0.38033  0.137
H: -2.95058 -3.74122 -0.58052  0.096
H: 0.88207 -4.37003 -1.26111  0.067
H: 1.79555 -3.26781 -0.25819  0.061
H: 1.22103 -3.02501 2.11425  0.050
H: -0.35955 -3.47297 2.71350  0.072
O: -0.90784 1.82122 -3.86694  -0.021
N: -1.38125 0.66884 -3.79595  -0.515
O: -1.89651 0.10635 -4.72409  0.123
O: -1.25161 0.02483 -2.67921  -0.372

Output
orbital gap: 7.360 eV
spin multiplicity: 1
net charge: +1

# C25H36NOP3Zn

C25H36NOP3Zn as an isolated structure in a non-equilibrium geometry (ωB97M-V/def2-TZVPD, the OMol25 dataset).

Each line ends with the Löwdin charge.
Positions of all 67 atoms, in Å:
Zn: 0.36378 -0.11281 -3.50407  0.075
H: -3.72730 -1.18268 -0.83113  0.064
H: -3.14909 -1.51589 -0.49884  0.034
P: -0.17075 -2.55985 -2.85485  0.704
P: -0.17109 2.05860 -3.12378  0.614
C: 1.22806 3.09676 -2.56970  -0.277
H: 1.09188 4.12279 -2.94066  0.041
H: 1.28593 3.10041 -1.47280  0.026
H: 2.15661 2.68470 -2.98204  0.038
C: -0.66692 2.85837 -4.69748  -0.291
H: -1.70595 2.57946 -4.92707  0.044
H: -0.58170 3.95012 -4.59709  0.039
H: 0.00173 2.49316 -5.48913  0.036
C: -1.49438 2.60576 -1.98865  -0.277
H: -1.20310 2.41381 -0.94802  0.013
H: -1.68030 3.68371 -2.12340  0.053
H: -2.41743 2.05290 -2.20777  0.042
C: -0.28401 -3.46760 -4.45444  -0.308
H: -0.28215 -4.55107 -4.27166  0.039
H: -1.22449 -3.17780 -4.94572  0.042
H: 0.56452 -3.18241 -5.08626  0.025
C: 1.18906 -3.46625 -2.01544  -0.283
H: 1.07898 -3.34581 -0.92832  0.030
H: 1.13982 -4.53407 -2.27149  0.047
H: 2.15239 -3.05079 -2.33013  0.035
C: -1.55508 -3.38937 -1.97770  -0.305
H: -2.50636 -2.91853 -2.24566  0.010
H: -1.58742 -4.45359 -2.25693  0.048
H: -1.41066 -3.30991 -0.89342  0.014
C: 1.60627 -0.13795 -0.50116  -0.462
O: 2.55471 -0.71425 -0.90666  0.102
H: 1.08458 -0.44475 -4.89458  -0.141
N: 0.66882 0.47386 0.00875  0.002
P: 0.34645 0.40950 1.72298  0.972
C: 1.74428 1.18942 2.48212  -0.322
C: 1.90355 1.06171 3.88150  -0.084
C: 3.04514 1.59087 4.47800  -0.074
C: 4.02279 2.23871 3.71123  -0.070
C: 3.81187 2.44136 2.34369  -0.068
C: 2.66404 1.93373 1.73095  -0.062
C: -1.11716 1.37867 1.98845  -0.314
C: -1.13191 2.43348 2.93283  -0.080
C: -2.35229 3.01588 3.28812  -0.090
C: -3.54482 2.60604 2.67743  -0.098
C: -3.50808 1.65012 1.65649  -0.089
C: -2.30307 1.03730 1.30315  -0.139
C: 0.21977 -1.33418 2.12187  -0.309
C: -1.02935 -1.99694 2.09769  -0.103
C: -1.07133 -3.39520 2.10513  -0.112
C: 0.10110 -4.14346 2.23850  -0.120
C: 1.31282 -3.47679 2.42484  -0.104
C: 1.38903 -2.08431 2.38523  -0.102
H: 1.14634 0.54943 4.47299  0.118
H: 3.17955 1.48698 5.55353  0.106
H: 4.94381 2.59540 4.17079  0.106
H: 4.54120 2.99095 1.74254  0.110
H: 2.49189 2.10229 0.66937  0.094
H: -0.19795 2.78045 3.38232  0.099
H: -2.37772 3.78457 4.05962  0.102
H: -4.50612 3.01487 3.00869  0.102
H: -4.42546 1.35747 1.13871  0.104
H: -2.27800 0.30452 0.48984  0.060
H: -1.94878 -1.41239 2.06460  0.085
H: -2.03299 -3.90075 2.01026  0.103
H: 0.05128 -5.23626 2.22224  0.098
H: 2.22005 -4.05640 2.61232  0.104
H: 2.34113 -1.57608 2.55924  0.105

Output
orbital gap (alpha / beta): 4.597 / 4.135 eV
spin multiplicity: 1

# C25H37Cl3NNiO3Sb

C25H37Cl3NNiO3Sb as an isolated structure (ωB97M-V/def2-TZVPD, the OMol25 dataset).

Each line ends with the Löwdin charge.
Positions of all 71 atoms, in Å:
Ni: 1.59571 1.39894 0.66282  0.229
C: 3.79187 1.27400 2.35363  -0.067
O: 3.51580 1.36444 0.93820  -0.230
H: 3.38494 2.13834 2.87719  0.095
H: 4.86646 1.18945 2.50786  0.094
H: 3.28659 0.37782 2.70297  0.072
H: 3.91481 2.17559 0.59724  0.102
Cl: 0.39513 4.29690 1.20891  0.544
C: 1.74353 3.29645 0.59424  -0.598
H: 2.60415 3.60329 1.19945  -0.001
H: 1.91358 3.60520 -0.44086  0.016
C: 2.77920 -2.94230 2.31810  -0.147
C: 2.88174 -2.75393 0.80703  -0.560
C: 2.73843 -4.07147 0.05374  -0.139
Sb: 1.57498 -1.19550 0.07872  1.640
C: 2.15383 -1.22030 -1.99020  -0.570
C: 3.66637 -1.07132 -2.11134  -0.148
C: 1.42843 -0.09331 -2.71050  -0.157
C: -0.36885 -2.11243 0.01800  -0.538
C: -0.61902 -2.97301 -1.21392  -0.138
C: -0.63700 -2.89002 1.30245  -0.148
H: 3.53367 -3.65538 2.66257  0.078
H: 1.80521 -3.33132 2.61513  0.058
H: 2.93564 -2.00678 2.85801  0.056
H: 3.87124 -2.33658 0.59206  0.073
H: 1.78353 -4.55173 0.27489  0.061
H: 3.52768 -4.76918 0.34902  0.079
H: 2.80044 -3.94168 -1.02740  0.062
H: 1.84455 -2.18497 -2.39950  0.077
H: 4.01081 -0.15141 -1.62702  0.068
H: 3.96056 -1.01271 -3.16301  0.079
H: 4.20848 -1.90541 -1.66372  0.058
H: 1.65206 0.87620 -2.24866  0.065
H: 0.34677 -0.21810 -2.68111  0.048
H: 1.73609 -0.05005 -3.76019  0.083
H: -1.03440 -1.24508 -0.01803  0.059
H: 0.05330 -3.83341 -1.25543  0.066
H: -0.50540 -2.41212 -2.14122  0.056
H: -1.64331 -3.35694 -1.18822  0.081
H: -0.01192 -3.78339 1.36515  0.056
H: -1.67663 -3.22067 1.32618  0.073
H: -0.45930 -2.28950 2.19753  0.071
Cl: -2.97490 0.19072 -2.27998  0.764
C: -2.37149 1.81914 -2.16130  -0.557
C: -1.39185 2.20684 -3.05562  -0.124
C: -0.91516 3.50633 -3.05293  -0.085
C: -1.43719 4.41268 -2.14674  -0.120
C: -2.40369 4.00199 -1.25095  -0.582
Cl: -3.01326 5.17471 -0.11184  0.699
C: -2.90687 2.69301 -1.21423  -0.303
N: -3.92676 2.34655 -0.34789  0.066
C: -4.01277 1.10074 0.35437  -0.255
C: -5.03857 0.22861 0.00620  -0.076
C: -5.21322 -0.96743 0.67631  -0.084
C: -4.35560 -1.29366 1.71851  -0.085
C: -3.34955 -0.41564 2.07943  -0.038
C: -3.15825 0.79401 1.41087  -0.146
C: -2.12449 1.74795 1.94734  -0.038
C: -0.66988 1.40137 1.66585  -0.678
O: 0.11183 1.20434 2.59895  -0.001
O: -0.27578 1.42059 0.43480  -0.160
H: -1.02467 1.48078 -3.76620  0.095
H: -0.15613 3.81261 -3.75901  0.104
H: -1.08910 5.43446 -2.10981  0.105
H: -4.26123 3.13397 0.18885  0.087
H: -5.68539 0.50988 -0.81381  0.110
H: -6.01562 -1.63602 0.39432  0.101
H: -4.48515 -2.22064 2.26248  0.102
H: -2.70163 -0.65037 2.91601  0.120
H: -2.22489 1.78764 3.03155  0.130
H: -2.27850 2.75824 1.56371  0.094

Output
orbital gap: 8.226 eV
spin multiplicity: 1